# 1
A 2-piece molecular cluster, C6H12O overall, computed with ωB97M-V/def2-TZVPD.

The geometry in XYZ format:
```
19
Properties=species:S:1:pos:R:3:forces:R:3
O -0.051 -2.360 -1.472 0.2 0.6 0.1
C 0.338 0.035 0.954 0.0 0.0 0.0
C 0.974 -0.010 -1.643 0.2 0.0 -0.2
C 0.761 1.438 1.386 0.0 0.0 0.0
C -0.789 -0.524 1.823 0.0 0.0 0.0
C -0.092 0.012 -0.504 -0.2 -0.1 0.1
C 0.171 -1.193 -1.295 -0.1 -0.3 0.0
H -1.071 -1.530 1.495 0.0 0.1 0.1
H -0.489 -0.575 2.876 0.0 0.0 -0.1
H 1.208 -0.632 1.053 -0.1 0.1 0.0
H 0.736 0.526 -2.561 0.0 -0.1 0.2
H -1.679 0.115 1.758 0.1 -0.1 0.0
H -1.911 -0.296 -3.226 0.0 0.0 0.0
H -1.737 -0.997 -3.046 -0.1 0.1 -0.1
H 1.122 1.436 2.421 -0.1 0.0 -0.1
H 1.564 1.824 0.747 -0.1 0.0 0.1
H -0.999 0.579 -0.727 0.1 -0.1 0.0
H 2.028 0.015 -1.365 -0.2 0.0 0.0
H -0.084 2.136 1.326 0.1 -0.1 0.0
```
Positions in Å, forces in eV/Å.

F_max: 0.01162 Eh/bohr
energy above the lowest of the compared OMol25 structures with the same formula, charge and spin: 252.4 kJ/mol
total charge: 0
Kohn-Sham gap: 10.1 eV
structure (SMILES): CC(C)[C@H]1CC1=O.[H][H]
LUMO: 0.98 eV
E_HOMO: -9.117 eV

---

# 2
C6H12O in the gas phase, computed with ωB97M-V/def2-TZVPD.

The geometry in XYZ format:
```
19
Properties=species:S:1:pos:R:3:forces:R:3
O -0.176 -0.727 0.466 1.0 0.5 -0.1
C 1.775 -0.358 -0.865 0.1 0.1 -0.2
C 2.786 -0.407 0.273 0.0 0.0 0.1
C 0.415 0.173 -0.470 0.2 0.0 0.0
C -1.454 -0.992 0.254 -1.2 -0.6 0.0
C -2.515 0.055 -0.197 -0.1 -1.8 0.8
C -2.124 1.429 -0.091 0.3 1.2 -0.1
H -0.226 0.236 -1.350 0.1 0.0 0.0
H -1.722 1.816 0.841 -0.1 -0.1 -0.1
H 2.431 -1.040 1.092 0.0 0.1 -0.1
H 2.973 0.595 0.677 0.0 -0.1 0.0
H 0.460 1.162 0.007 0.1 -0.1 -0.2
H 3.741 -0.809 -0.081 -0.1 0.0 0.1
H -3.216 -0.211 0.619 -0.3 0.4 -0.4
H 2.144 0.284 -1.674 0.0 -0.1 0.1
H -1.977 2.034 -0.982 -0.1 0.0 0.2
H -1.772 -1.757 0.968 -0.1 0.2 -0.2
H 1.630 -1.356 -1.295 0.0 0.1 0.0
H -2.987 -0.232 -1.145 0.2 0.2 0.1
```
Positions in Å, forces in eV/Å.

F_max: 0.03816 Eh/bohr
energy above the lowest of the compared OMol25 structures with the same formula, charge and spin: 425.0 kJ/mol
total charge: 0
Kohn-Sham gap (alpha / beta): 8.8 / 7.2 eV
LUMO (alpha / beta): 1.05 / 0.51 eV
E_HOMO (alpha / beta): -7.788 / -6.718 eV

---

# 3
C6H12O in the gas phase, computed with ωB97M-V/def2-TZVPD.

The geometry in XYZ format:
```
19
Properties=species:S:1:pos:R:3:forces:R:3
O 1.185 -0.527 1.900 0.0 -0.1 0.1
C 0.011 0.674 0.228 0.3 -0.1 0.3
C -0.449 0.859 -1.161 -1.8 -0.1 0.5
C 2.234 0.171 -0.267 0.1 0.1 -0.3
C 1.039 -0.386 0.495 -0.2 0.2 -0.5
C -1.432 0.433 0.101 -0.1 0.2 -0.8
C -2.017 -0.966 0.025 0.1 0.0 -0.2
H -1.418 -1.595 -0.638 -0.1 0.0 0.0
H 0.731 -1.349 0.054 0.0 0.2 0.1
H -3.031 -0.916 -0.383 0.1 -0.1 0.0
H 0.271 -0.546 2.228 0.5 -0.1 0.1
H -2.057 1.108 0.706 0.2 0.1 -1.0
H 0.258 1.618 0.712 0.1 -0.2 0.1
H -0.261 0.045 -1.876 -0.3 0.2 0.5
H 2.799 0.865 0.366 -0.1 -0.1 -0.2
H -2.087 -1.489 0.991 0.1 0.3 -0.1
H -0.379 1.834 -1.658 -0.4 -0.3 0.6
H 2.894 -0.559 -0.737 0.1 -0.1 0.4
H 1.711 0.725 -1.084 1.3 -0.3 0.4
```
Positions in Å, forces in eV/Å.

F_max: 0.03660 Eh/bohr
energy above the lowest of the compared OMol25 structures with the same formula, charge and spin: 191.4 kJ/mol
total charge: 0
Kohn-Sham gap: 10.6 eV
structure (SMILES): C[C@@H]1C[C@@H]1[C@@H](C)O
LUMO: 0.98 eV
E_HOMO: -9.631 eV

---

# 4
C6H12O in the gas phase, computed with ωB97M-V/def2-TZVPD.

The geometry in XYZ format:
```
19
Properties=species:S:1:pos:R:3:forces:R:3
O -0.818 0.322 -0.228 0.0 -0.3 0.3
C -0.562 -0.584 0.692 -0.2 0.0 -0.5
C 1.390 -1.350 -0.165 0.1 0.0 0.1
C -1.838 1.848 1.416 -0.1 0.0 0.0
C 1.746 -0.777 -1.534 0.0 0.0 0.0
C -0.888 1.685 0.251 -0.1 0.3 0.0
C -0.091 -1.807 -0.048 -0.1 0.0 0.1
H 0.975 -0.074 -1.866 0.2 -0.1 0.1
H 2.077 -2.140 0.146 -0.1 0.0 -0.1
H -2.846 1.533 1.129 0.1 0.1 0.1
H -1.867 2.897 1.723 0.0 -0.1 0.0
H -0.194 -2.713 0.557 0.0 0.2 -0.1
H 1.515 -0.557 0.595 0.3 -0.1 -0.1
H -1.197 2.264 -0.623 0.0 0.0 0.1
H 1.830 -1.563 -2.292 0.0 0.1 0.1
H 0.133 1.983 0.518 -0.2 0.0 0.0
H -1.506 1.230 2.253 -0.1 0.1 -0.1
H 2.699 -0.240 -1.493 -0.1 -0.1 0.0
H -0.556 -1.956 -1.031 0.1 0.1 0.1
```
Positions in Å, forces in eV/Å.

F_max: 0.00977 Eh/bohr
energy above the lowest of the compared OMol25 structures with the same formula, charge and spin: 299.4 kJ/mol
total charge: 0
Kohn-Sham gap: 9.3 eV
LUMO: 1.10 eV
E_HOMO: -8.212 eV

---

# 5
A 2-piece molecular cluster, C6H12O overall, computed with ωB97M-V/def2-TZVPD.

The geometry in XYZ format:
```
19
Properties=species:S:1:pos:R:3:forces:R:3
O 0.892 1.053 0.814 0.6 0.6 0.6
C 2.038 -0.575 -0.571 0.0 0.0 0.0
C -1.372 0.670 0.666 -0.2 0.0 0.0
C -0.287 1.614 1.127 -0.4 -0.1 0.2
C 0.819 0.120 -0.083 -0.2 -0.6 -0.7
C -0.857 -1.771 -0.002 -0.1 -0.1 0.0
C -0.618 -0.287 -0.304 0.1 -0.1 0.0
H -0.911 -0.097 -1.346 0.0 0.0 0.2
H -1.923 -2.006 -0.102 0.1 0.0 0.0
H -0.026 2.439 -0.774 0.0 0.0 -0.2
H 2.942 0.003 -0.355 -0.2 -0.1 0.0
H -2.209 1.180 0.177 0.2 -0.1 0.1
H 2.147 -1.572 -0.115 0.0 0.2 -0.1
H -0.301 -2.422 -0.686 -0.1 0.1 0.1
H 1.976 -0.725 -1.658 0.0 0.0 0.2
H -1.794 0.098 1.512 0.1 0.1 -0.1
H 0.314 2.115 -1.376 0.0 0.1 0.0
H -0.551 -2.011 1.024 -0.1 0.1 -0.2
H -0.278 2.174 2.052 0.1 -0.1 -0.1
```
Positions in Å, forces in eV/Å.

F_max: 0.02017 Eh/bohr
energy above the lowest of the compared OMol25 structures with the same formula, charge and spin: 399.9 kJ/mol
total charge: 0
Kohn-Sham gap (alpha / beta): 7.9 / 7.5 eV
LUMO (alpha / beta): 1.03 / 1.03 eV
E_HOMO (alpha / beta): -6.903 / -6.481 eV

---

# 6
C6H12O in the gas phase, computed with ωB97M-V/def2-TZVPD.

The geometry in XYZ format:
```
19
Properties=species:S:1:pos:R:3:forces:R:3
O 1.771 -1.615 0.950 0.1 0.2 0.1
C 0.003 0.725 0.066 0.1 0.0 0.0
C -0.649 1.198 1.371 0.0 0.0 0.0
C 0.460 -1.593 -1.139 0.0 0.0 -0.2
C -0.430 1.592 -1.119 0.0 0.0 0.0
C 0.541 -1.862 0.331 -0.3 -0.2 -0.1
C -0.323 -0.738 -0.175 -0.1 0.1 0.0
H 0.031 -2.741 0.725 0.1 0.1 -0.1
H 0.058 1.263 -2.044 -0.1 0.0 0.1
H -1.743 1.133 1.300 0.2 0.0 0.0
H -0.393 2.239 1.600 0.0 -0.2 -0.1
H -0.340 0.577 2.221 0.0 0.1 -0.1
H -0.172 2.645 -0.954 0.0 -0.2 0.0
H 1.364 -1.157 -1.559 -0.2 0.0 0.0
H -0.069 -2.283 -1.790 0.1 0.1 0.1
H -1.394 -0.947 -0.132 0.2 0.0 0.0
H -1.514 1.536 -1.276 0.2 0.0 0.1
H 1.094 0.829 0.165 -0.1 0.0 0.0
H 1.706 -0.801 1.458 0.0 0.0 0.1
```
Positions in Å, forces in eV/Å.

F_max: 0.00663 Eh/bohr
energy above the lowest of the compared OMol25 structures with the same formula, charge and spin: 111.7 kJ/mol
total charge: 0
Kohn-Sham gap: 10.8 eV
structure (SMILES): CC(C)[C@H]1C[C@H]1O
LUMO: 1.02 eV
E_HOMO: -9.789 eV

---

# 7
A 2-piece molecular cluster, C6H12O overall, computed with ωB97M-V/def2-TZVPD.

The geometry in XYZ format:
```
19
Properties=species:S:1:pos:R:3:forces:R:3
O 2.061 -5.868 1.772 0.0 -0.3 -0.3
C -0.116 1.664 -0.330 0.6 0.8 -1.7
C 1.586 3.385 0.140 -0.5 0.4 -0.6
C -1.753 -0.143 -0.898 -1.4 -1.0 -1.5
C -1.047 1.173 -1.166 -0.5 -0.4 2.0
C 0.717 2.842 -0.736 -1.2 -0.2 2.3
C -0.986 -1.145 -0.011 0.8 2.3 0.2
H -2.822 -0.111 -0.604 0.5 0.7 0.4
H 0.309 3.459 -1.528 -0.1 0.1 0.0
H -0.115 1.411 0.729 0.8 -0.7 -0.4
H -0.047 -1.390 -0.515 -0.2 -0.5 0.1
H -1.938 -0.522 -1.936 0.5 -0.3 0.6
H 1.570 4.468 0.193 1.1 0.1 -0.5
H 2.195 2.839 0.858 -0.7 0.0 0.2
H -1.458 1.816 -1.931 0.5 -0.3 -0.8
H 2.189 -4.999 2.138 0.1 0.5 0.2
H -0.677 -0.497 0.821 0.2 -0.5 0.2
H 1.813 -6.416 2.517 -0.1 -0.1 0.2
H -1.479 -1.966 0.487 -0.5 -0.4 -0.6
```
Positions in Å, forces in eV/Å.

F_max: 0.05179 Eh/bohr
energy above the lowest of the compared OMol25 structures with the same formula, charge and spin: 282.5 kJ/mol
total charge: 0
Kohn-Sham gap: 9.1 eV
structure (SMILES): C=C/C=C/CC.O
LUMO: 0.86 eV
E_HOMO: -8.230 eV

---

# 8
C6H12O as an isolated structure, computed with ωB97M-V/def2-TZVPD.

The geometry in XYZ format:
```
19
Properties=species:S:1:pos:R:3:forces:R:3
O -2.184 1.728 -0.487 -0.9 0.3 0.4
C 2.789 0.689 -0.151 -1.8 -2.3 0.1
C 0.902 -0.181 -0.199 6.9 1.4 0.2
C 0.950 -1.645 -0.191 -0.2 -0.2 0.0
C -2.172 -0.353 0.803 0.1 0.1 0.3
C -1.656 0.435 -0.368 2.9 1.5 -0.7
C 0.306 0.905 -0.368 -7.6 -0.8 0.2
H -3.273 -0.354 0.835 0.1 0.1 -0.2
H 3.159 0.531 -1.161 0.1 0.0 0.1
H -1.783 -0.065 -1.327 -0.1 -0.1 0.0
H 3.294 0.073 0.590 0.3 0.0 -0.1
H 0.055 -2.094 -0.626 -0.1 0.1 0.0
H -1.866 -1.399 0.757 0.1 0.1 0.1
H 1.067 -2.025 0.827 0.0 0.0 -0.1
H -2.698 1.945 0.303 0.2 -0.1 -0.2
H 1.811 -1.986 -0.771 -0.1 0.0 0.0
H 0.324 1.977 -0.362 0.5 0.0 0.0
H 2.814 1.736 0.143 -0.5 -0.1 0.0
H -1.840 0.085 1.752 0.1 -0.1 -0.1
```
Positions in Å, forces in eV/Å.

F_max: 0.14792 Eh/bohr
energy above the lowest of the compared OMol25 structures with the same formula, charge and spin: 513.1 kJ/mol
total charge: 0
Kohn-Sham gap: 8.1 eV
LUMO: 0.93 eV
E_HOMO: -7.156 eV

---

# 9
A 2-piece molecular cluster, C6H12O overall, computed with ωB97M-V/def2-TZVPD.

The geometry in XYZ format:
```
19
Properties=species:S:1:pos:R:3:forces:R:3
O 1.255 -0.971 -0.176 0.0 -0.1 -0.3
C -1.102 -0.301 0.410 0.2 0.0 0.5
C -1.336 1.161 -0.088 0.0 0.0 0.0
C -1.858 -1.421 -0.317 0.2 0.0 0.0
C 0.194 1.384 -0.163 0.3 0.4 0.4
C 0.416 -0.053 0.300 0.7 0.3 2.2
C 2.565 -0.437 -0.251 0.2 -0.1 -0.1
H -2.927 -1.363 -0.060 0.3 0.1 0.0
H 2.668 0.175 -1.155 0.1 0.0 0.2
H -1.846 1.813 0.627 0.0 -0.1 -0.2
H -1.237 -0.398 1.483 -0.7 0.0 0.1
H -1.870 1.219 -1.046 0.2 -0.1 0.2
H 3.249 -1.284 -0.275 0.0 0.1 -0.1
H -1.504 -2.410 -0.013 0.0 0.1 0.0
H 1.140 0.449 1.743 -1.5 -1.9 -2.1
H 0.591 1.771 0.764 -0.5 1.8 -0.7
H -1.790 -1.354 -1.410 0.2 0.1 0.2
H 0.679 1.842 -1.030 -0.2 -0.3 -0.1
H 2.715 0.179 0.657 0.2 -0.2 -0.3
```
Positions in Å, forces in eV/Å.

F_max: 0.06204 Eh/bohr
energy above the lowest of the compared OMol25 structures with the same formula, charge and spin: 414.3 kJ/mol
total charge: 0
Kohn-Sham gap: 9.5 eV
LUMO: 0.96 eV
E_HOMO: -8.510 eV

---

# 10
C6H12O in the gas phase, computed with ωB97M-V/def2-TZVPD.

The geometry in XYZ format:
```
19
Properties=species:S:1:pos:R:3:forces:R:3
O -1.767 0.204 0.539 -0.4 0.0 0.1
C -1.202 -1.498 -1.140 0.1 0.0 0.1
C 0.311 0.179 0.256 -0.2 1.5 -0.1
C 0.680 1.804 0.032 -0.7 -0.8 0.1
C -0.644 0.106 1.434 0.0 0.2 0.2
C -0.924 -0.108 -0.597 -0.1 0.1 -0.3
C 1.602 -0.625 0.191 0.4 1.2 -0.2
H 1.122 2.066 -0.957 -0.3 -0.7 0.4
H 1.992 0.380 0.066 3.1 -1.2 -0.2
H -1.015 0.634 -1.399 -0.3 -0.1 0.0
H -0.530 -1.747 -1.970 -0.1 0.1 0.1
H -0.663 -0.831 2.015 0.1 0.1 -0.3
H 1.806 -1.244 -0.694 -0.4 0.2 0.3
H -0.542 0.956 2.116 -0.3 -0.1 0.1
H -2.232 -1.528 -1.518 0.2 0.0 0.1
H -0.256 2.361 0.114 0.0 0.0 0.0
H 1.381 2.258 0.772 -0.4 -0.8 -0.1
H -1.100 -2.267 -0.367 0.0 0.1 -0.1
H 1.982 -1.099 1.109 -0.5 0.2 -0.3
```
Positions in Å, forces in eV/Å.

F_max: 0.06411 Eh/bohr
energy above the lowest of the compared OMol25 structures with the same formula, charge and spin: 249.5 kJ/mol
total charge: 0
Kohn-Sham gap: 10.5 eV
structure (SMILES): C[C@H]1OCC1(C)C
LUMO: 0.96 eV
E_HOMO: -9.577 eV